# 1
Below is a 4-piece molecular cluster, C23H26N8O9P overall, with properties calculated with wB97M-V/def2-TZVPD.

Last column: natural (NBO) charge in e.
CARTESIAN COORDINATES (ANGSTROEM)
H1 -1.938 0.744 -2.158  0.22
C1 6.402 1.093 -0.013  -0.21
O1 -4.078 -7.262 -3.448  -0.37
H2 -2.998 0.916 5.018  0.39
H3 7.394 -0.628 -0.836  0.23
C2 0.601 1.411 1.933  -0.12
C3 5.667 0.881 2.267  0.06
C4 6.903 -0.205 0.035  -0.16
H4 6.500 1.678 -0.922  0.23
N1 -2.166 0.535 4.540  -0.35
N2 -3.624 -6.210 -3.876  0.51
H5 5.392 2.654 1.051  0.25
O2 -2.469 -0.133 3.377  -0.30
H6 -1.625 -2.755 -0.353  0.23
C5 -2.438 0.324 -4.207  -0.18
N3 -4.906 -1.057 3.297  -0.26
N4 0.487 3.223 -5.207  0.51
H7 -2.486 -4.945 0.418  0.22
H8 -3.727 3.133 5.064  -0.02
H9 0.554 0.520 -0.475  0.16
O3 -3.614 -5.889 -5.057  -0.37
C6 -3.738 -0.778 3.498  0.47
H10 -4.627 2.429 2.949  0.39
N5 0.272 1.050 4.509  -0.52
H11 -3.407 -6.556 -1.203  0.25
H12 0.228 0.016 4.514  0.43
C7 -2.023 -3.464 -1.072  -0.19
C8 -0.784 1.938 -3.522  -0.22
C9 -1.740 0.981 -3.198  -0.22
P1 -3.021 3.478 3.852  1.35
H13 -2.739 0.111 -6.326  0.23
C10 -0.162 -0.045 0.243  0.63
H14 -2.910 4.907 3.815  0.02
O4 1.107 3.746 -4.289  -0.39
O5 -0.989 -0.838 -0.288  -0.53
H15 -2.575 -3.774 -4.402  0.25
C11 -0.535 2.231 -4.862  0.09
N6 -1.364 2.827 4.060  -0.84
C12 -2.563 -4.041 -3.351  -0.21
H16 -3.178 -0.429 -3.951  0.23
H17 2.151 0.926 3.466  0.27
O6 0.665 3.468 -6.392  -0.36
C13 1.180 1.555 3.425  -0.28
H18 -1.055 1.810 -6.922  0.26
C14 -1.102 1.531 4.354  0.73
O7 -0.072 0.149 1.674  -0.54
H19 6.074 -1.023 3.219  0.25
H20 -0.245 2.441 -2.727  0.23
C15 -1.238 1.584 -5.877  -0.20
H21 -1.665 -2.178 -2.758  0.22
O8 4.982 0.778 4.466  -0.37
C16 -2.509 -4.695 -0.637  -0.21
C17 -3.029 -5.602 -1.555  -0.20
H22 -0.592 3.524 3.961  0.46
H23 7.170 -1.975 1.228  0.23
C18 -3.057 -5.267 -2.908  0.09
H24 -0.026 2.343 1.651  0.19
C19 -2.191 0.625 -5.544  -0.20
C20 5.778 1.641 1.103  -0.21
H25 1.446 2.659 3.652  0.24
C21 6.160 -0.423 2.319  -0.21
N7 -3.783 2.898 2.564  -1.20
C22 -2.047 -3.139 -2.425  -0.21
N8 5.034 1.462 3.453  0.51
O9 4.594 2.604 3.365  -0.40
C23 6.780 -0.963 1.197  -0.21
H26 1.521 1.449 1.225  0.22

Force components x, y, z for each atom (eV/Å):
0.0 0.0 -0.1
0.0 -0.1 0.2
0.3 0.6 -0.2
0.4 -0.1 -0.7
-0.1 0.1 0.1
1.5 1.3 -0.6
0.4 -0.3 -0.7
0.0 0.0 0.0
0.0 0.0 0.2
1.6 2.8 2.9
-0.3 -0.5 -0.5
0.0 -0.2 0.2
-3.4 -2.7 -1.3
-0.2 -0.3 -0.2
0.0 0.0 0.0
6.4 1.2 1.4
0.5 0.5 -0.4
0.0 0.0 -0.1
0.9 0.5 -0.3
-0.8 -0.5 1.7
0.0 -0.1 0.7
-2.9 0.9 -1.9
0.6 0.1 -0.7
-4.5 0.8 -2.3
0.0 0.1 -0.3
0.0 0.7 0.3
0.0 -0.1 0.2
0.0 0.0 0.1
0.0 0.1 -0.2
-3.1 -1.1 -2.0
0.1 0.1 0.1
-2.9 -2.9 -1.8
1.0 -0.8 0.4
-0.3 -0.3 -0.4
3.8 3.9 3.2
-0.1 -0.2 0.1
-0.6 -0.6 0.2
0.5 -0.7 0.8
0.0 0.0 -0.1
0.1 0.1 0.0
-1.6 1.2 0.3
-0.1 -0.2 0.8
1.4 -0.1 -0.7
0.1 0.1 0.2
2.0 -1.0 -0.4
0.3 1.1 -2.4
0.0 0.3 0.0
0.0 0.1 -0.3
0.0 0.0 -0.1
0.0 -0.1 0.0
-0.2 0.4 -0.6
0.0 0.1 -0.4
0.0 -0.1 0.1
-0.5 -1.1 0.4
-0.1 0.1 0.0
0.3 0.6 0.6
0.6 -1.7 0.5
0.1 0.1 0.2
0.0 0.1 0.0
-0.2 -1.9 -0.6
0.0 -0.1 0.1
0.7 0.5 2.5
-0.1 -0.2 0.1
0.0 0.1 0.4
0.0 -0.6 0.1
-0.1 0.2 0.0
-1.3 0.2 1.4

## Properties
HOMO energy: -11.516 eV
Total charge: +1
Energy: -63887.524 eV
HOMO-LUMO gap: 5.965 eV

# 2
Below is C23H26N9O5STc as an isolated structure, with properties calculated with wB97M-V/def2-TZVPD.

Last column: natural (NBO) charge in e.
CARTESIAN COORDINATES (ANGSTROEM)
C1 1.848 -0.655 2.939  -0.26
O1 -1.857 2.005 -1.811  -0.91
C2 0.935 3.217 -0.165  0.68
H1 0.915 -0.500 3.485  0.23
H2 -4.603 -2.539 4.965  0.25
H3 3.331 2.752 3.984  0.27
H4 2.752 0.217 1.296  0.41
N1 3.152 0.718 4.542  -0.49
C3 1.427 1.016 -3.958  -0.02
Tc1 0.318 0.249 0.186  1.43
N2 1.945 0.388 1.898  -0.52
N3 -1.326 0.178 2.604  0.24
C4 -2.935 -4.296 2.593  -0.18
C5 -3.116 -1.724 3.670  -0.22
C6 -1.081 4.355 -0.788  -0.25
C7 2.093 1.720 2.542  -0.30
C8 -3.814 -4.027 3.632  -0.14
N4 1.798 -0.294 -3.742  -0.44
O2 -0.677 -1.199 1.006  -0.45
H5 -1.851 7.515 -1.565  0.25
H6 3.968 -0.824 3.394  0.24
H7 2.220 2.475 1.772  0.31
C9 0.897 5.724 -0.687  -0.14
O3 -2.426 2.491 0.536  -0.88
C10 -3.904 -2.747 4.166  -0.17
N5 1.028 0.468 -1.838  -0.48
H8 2.606 -4.635 -0.534  0.27
H9 -3.198 -0.720 4.062  0.25
C11 -1.883 5.417 -1.151  -0.19
H10 0.558 7.780 -1.183  0.25
C12 0.951 1.481 -2.779  -0.02
S1 -1.562 2.683 -0.581  2.29
N6 2.291 -2.950 -1.835  -0.45
H11 2.658 -3.323 -2.698  0.46
N7 0.010 2.190 -0.163  -0.86
C13 0.107 6.805 -1.060  -0.17
H12 -2.880 -5.290 2.172  0.25
H13 1.524 1.489 -4.920  0.27
H14 3.954 0.742 5.177  0.46
H15 0.556 2.455 -2.569  0.26
O4 2.121 3.027 0.051  -0.63
H16 -2.944 5.299 -1.327  0.26
C14 3.025 -0.636 3.908  -0.24
H17 1.959 5.834 -0.510  0.25
H18 1.404 -2.977 1.275  0.23
C15 0.285 4.491 -0.545  -0.19
H19 1.808 -1.640 2.493  0.25
H20 -1.459 -3.484 1.257  0.23
H21 2.184 -0.909 -4.443  0.46
C16 1.654 -2.785 0.250  -0.08
C17 3.279 1.786 3.485  -0.24
N8 1.355 -1.596 -0.391  -0.46
O5 -0.569 0.953 1.911  -0.41
C18 -2.239 -2.026 2.638  0.12
C19 1.546 -0.586 -2.470  0.34
C20 -1.260 6.655 -1.282  -0.14
H22 -4.441 -4.817 4.022  0.25
H23 4.223 1.604 2.971  0.24
H24 2.899 -1.378 4.695  0.27
H25 1.168 1.935 3.078  0.24
H26 2.328 0.909 5.119  0.44
C21 -2.133 -3.289 2.078  -0.23
N9 -1.414 -0.962 2.106  0.19
C22 2.239 -3.627 -0.639  -0.02
C23 1.746 -1.744 -1.647  0.33

Force components x, y, z for each atom (eV/Å):
-0.1 0.0 0.1
0.0 0.0 0.0
-0.1 -0.1 -0.3
0.0 0.0 0.0
0.0 0.0 0.0
0.0 0.0 0.0
0.2 0.0 0.2
0.0 0.0 0.0
0.0 -0.1 -0.1
1.2 0.2 1.5
-0.2 0.2 -1.4
-0.1 0.3 -0.2
0.0 0.0 0.0
0.0 0.0 0.0
0.1 0.0 -0.1
-0.1 0.1 0.4
0.0 0.0 0.0
0.0 0.1 -0.1
-0.4 -0.2 -0.2
0.0 0.0 0.0
0.0 0.0 0.0
0.1 -0.1 0.1
0.0 0.0 0.0
0.0 0.0 0.0
0.0 0.0 0.0
-0.1 0.1 -0.1
0.0 0.0 0.0
0.0 0.0 0.0
0.0 -0.1 0.0
0.0 0.0 0.0
0.0 0.0 0.1
-0.1 0.0 0.0
0.0 -0.1 0.0
0.0 0.0 0.0
-0.1 0.1 0.3
0.0 0.0 0.0
0.0 0.0 0.0
0.0 0.0 0.0
0.1 0.0 0.0
0.0 0.0 0.0
-0.1 0.1 -0.2
0.0 0.0 0.0
0.1 0.1 -0.1
0.0 0.0 0.0
-0.1 -0.1 -0.1
-0.1 0.0 0.0
0.0 0.0 0.0
0.0 0.0 0.0
0.0 0.0 0.0
-0.1 0.1 -0.1
0.0 -0.2 -0.1
-0.1 -0.2 0.2
-0.2 -0.3 0.1
0.1 0.0 -0.1
0.0 0.0 0.0
0.1 0.0 0.0
0.0 0.0 0.0
0.0 0.0 0.0
0.0 0.0 0.0
0.0 0.0 0.0
0.0 0.0 0.1
0.0 0.0 0.0
0.0 -0.1 -0.1
0.0 0.0 -0.1
0.1 0.1 0.1

## Properties
Multiplicity: 2
HOMO energy (spin up / spin down): -16.657 / -16.629 eV
Relative energy (zero: lowest compared OMol25 entry of this formula, charge and spin): 176.1 kJ/mol
Total charge: +3
Energy: -60927.042 eV
HOMO-LUMO gap (spin up / spin down): 6.373 / 6.279 eV

# 3
Below is an isolated ion of composition C23H26NO2 and charge +1, with properties calculated with wB97M-V/def2-TZVPD.

Last column: natural (NBO) charge in e.
CARTESIAN COORDINATES (ANGSTROEM)
C1 1.492 -3.837 0.105  -0.43
H1 -0.122 3.651 3.779  0.24
C2 -0.066 2.583 -1.559  -0.24
C3 -2.939 1.210 -4.617  -0.26
H2 3.421 -3.096 -0.689  0.22
C4 0.631 0.632 -0.218  -0.03
C5 1.505 -3.066 1.436  -0.04
H3 2.394 -0.173 0.736  0.24
O1 1.029 -3.105 3.739  -0.74
C6 -0.189 0.326 -2.513  -0.24
O2 -0.926 2.224 -3.804  -0.52
H4 0.631 -3.603 4.472  0.50
N1 0.747 -1.649 1.483  -0.62
H5 2.532 -2.772 1.609  0.21
H6 1.976 -2.463 -1.558  0.21
H7 0.365 -1.767 2.463  0.46
H8 0.806 2.774 0.334  0.24
C7 1.287 -0.029 1.028  0.01
H9 -0.415 -0.345 -3.357  0.24
H10 -2.555 3.956 -2.609  0.22
C8 1.233 0.830 2.282  -0.15
H11 0.407 -1.267 -1.203  0.19
H12 0.006 -4.280 2.365  0.18
H13 -0.096 -1.856 0.891  0.41
C9 2.411 1.378 4.348  -0.22
C10 0.297 1.858 2.566  -0.18
H14 -5.047 3.746 -2.540  0.22
H15 -0.603 2.022 1.964  0.23
H16 1.803 -4.792 2.716  0.22
C11 -4.450 3.039 -3.126  -0.19
H17 -6.168 1.852 -3.725  0.23
C12 0.288 -0.183 -1.301  -0.21
C13 0.483 2.033 -0.389  -0.20
C14 -2.325 2.237 -3.899  0.29
C15 -4.323 1.075 -4.532  -0.19
H18 2.487 -4.143 -1.805  0.24
C16 2.403 -3.342 -1.046  -0.62
C17 -0.370 1.719 -2.623  0.33
H19 1.850 -4.856 0.390  0.24
C18 1.050 -3.964 2.585  -0.10
H20 3.185 1.130 5.089  0.23
H21 -2.311 0.503 -5.154  0.23
H22 0.436 -3.920 -0.224  0.21
H23 2.866 -0.323 3.086  0.20
C19 0.532 2.761 3.633  -0.21
C20 -5.082 1.984 -3.789  -0.22
C21 -3.063 3.175 -3.177  -0.26
H24 -0.258 3.664 -1.689  0.25
C22 2.213 0.548 3.243  -0.12
C23 1.598 2.513 4.503  -0.17
H25 -4.795 0.238 -5.047  0.22
H26 1.734 3.171 5.350  0.23

Force components x, y, z for each atom (eV/Å):
-0.2 -0.1 0.1
0.5 -1.0 -0.1
0.1 -0.8 -0.5
0.1 0.3 0.5
-0.5 -0.1 -0.1
-0.4 -0.5 0.0
1.5 1.1 -0.9
-1.8 -0.4 0.8
-0.2 -0.7 0.1
0.1 0.5 0.3
0.6 0.1 0.3
0.2 0.3 -0.2
-1.8 -1.5 -0.9
0.4 0.1 0.3
0.3 -0.3 0.2
0.7 1.3 -0.7
0.0 -0.4 0.2
1.2 0.5 0.0
0.0 0.5 0.5
-0.1 -0.2 -0.2
-0.4 -0.3 0.7
-0.1 0.4 -0.1
0.7 -0.5 0.2
0.7 0.7 0.4
-0.3 0.0 0.0
0.3 0.4 0.2
0.3 -0.3 -0.3
0.5 -0.1 0.0
-1.0 0.7 -0.3
-0.2 0.0 0.0
0.5 0.1 0.0
-0.1 -0.2 -0.3
0.0 0.1 -0.2
-0.1 -0.5 0.6
0.0 0.1 -0.1
0.0 0.4 0.4
-0.3 0.0 0.1
-1.0 -0.2 -0.3
-0.5 0.6 -0.2
-0.3 1.0 0.2
-0.4 0.2 -0.4
-0.2 0.1 0.0
0.5 -0.2 0.0
-0.2 0.5 0.1
-0.1 -0.6 -0.4
0.0 -0.1 -0.1
0.0 -0.3 0.0
0.4 -0.8 0.2
0.5 0.3 0.1
-0.2 -0.4 -0.1
0.0 0.3 0.1
0.2 0.1 0.0

## Properties
HOMO energy: -11.158 eV
Relative energy (zero: lowest compared OMol25 entry of this formula, charge and spin): 286.9 kJ/mol
Total charge: +1
Energy: -29849.857 eV
HOMO-LUMO gap: 8.219 eV